C15H40CsN3OSi2Te as an isolated structure, computed with ωB97M-V with the def2-TZVPD basis set.

Results
Frontier orbital gap in eV: 5.70
Total charge: 0
E_HOMO in eV: -5.6
Energy above the lowest of the compared OMol25 structures with the same formula, charge and spin in eV: 0.0000
Electronic energy in eV: -46318.5662

The geometry in XYZ format:
```
63
Properties=species:S:1:pos:R:3:mulliken_charge:R:1
Cs 1.569 1.757 -0.467 1.01
N 4.732 4.635 0.532 -0.37
C 3.688 3.922 1.023 0.49
O 3.726 2.687 1.016 -0.78
C 2.502 4.719 1.496 -0.08
C 1.441 4.740 0.373 -1.05
H 5.492 4.148 0.089 0.23
H 4.675 5.634 0.461 0.19
H 2.855 5.703 1.847 0.29
H 2.105 4.192 2.367 0.19
H 1.716 5.506 -0.364 0.06
H 0.497 5.087 0.823 -0.03
C -3.893 2.521 -0.213 -1.53
C -2.756 3.458 0.184 1.52
C -3.047 4.096 1.545 -1.79
C -2.584 4.550 -0.867 -1.75
N -1.490 2.706 0.171 0.07
N -1.313 1.720 1.167 -0.40
H -4.839 3.066 -0.254 0.50
H -4.016 1.710 0.512 0.24
H -3.700 2.082 -1.194 0.30
H -3.931 4.733 1.484 0.47
H -2.203 4.713 1.866 0.30
H -3.247 3.348 2.315 0.44
H -3.509 5.117 -0.983 0.43
H -2.320 4.109 -1.829 0.40
H -1.789 5.242 -0.579 0.37
H -0.703 3.356 0.246 0.03
H -1.866 0.903 0.933 -0.07
H -1.599 2.010 2.100 0.20
C 4.345 -3.983 0.006 -1.01
Si 2.751 -4.846 -0.454 0.11
C 2.935 -6.691 -0.212 -1.01
C 2.304 -4.476 -2.231 -0.91
C 1.363 -4.231 0.660 -0.79
Te 1.282 -2.100 0.685 0.12
C -0.814 -1.897 1.098 -0.82
Si -1.901 -1.929 -0.433 0.12
C -3.684 -1.718 0.110 -0.98
C -1.430 -0.552 -1.610 -0.55
C -1.700 -3.563 -1.322 -0.70
H 5.169 -4.339 -0.617 0.31
H 4.609 -4.169 1.050 0.31
H 4.276 -2.900 -0.130 0.34
H 3.721 -7.094 -0.855 0.30
H 2.006 -7.214 -0.454 0.30
H 3.195 -6.928 0.822 0.31
H 3.109 -4.776 -2.907 0.34
H 2.122 -3.409 -2.377 0.28
H 1.402 -5.017 -2.530 0.30
H 1.471 -4.573 1.688 0.54
H 0.406 -4.588 0.273 0.16
H -0.890 -0.945 1.629 0.36
H -1.068 -2.681 1.815 0.48
H -3.813 -0.823 0.727 0.25
H -4.016 -2.576 0.699 0.34
H -4.351 -1.624 -0.750 0.32
H -1.428 0.445 -1.164 0.15
H -2.141 -0.530 -2.441 0.27
H -0.439 -0.744 -2.028 0.26
H -1.964 -4.410 -0.683 0.32
H -0.670 -3.696 -1.664 -0.06
H -2.348 -3.596 -2.201 0.36
```